Record 1
This record from OMol25 describes a structure of composition C22H46HfNO10. The level of theory is ωB97M-V/def2-TZVPD.

The geometry in XYZ format:
```
80
C22H46HfNO10, DFT ωB97M-V/def2-TZVPD
N 16.92 4.51 8.17
H 16.11 3.97 7.94
H 17.54 4.09 8.85
H 16.56 5.36 8.72
H 16.86 5.70 6.68
Hf 9.79 13.32 10.76
C 19.84 14.46 7.89
O 10.99 11.74 11.13
O 20.40 14.86 6.94
O 11.09 14.47 9.50
C 5.27 11.40 10.95
C 6.74 11.15 11.21
O 7.52 12.11 11.05
C 7.14 9.75 11.51
H 4.64 11.16 11.83
H 4.94 10.78 10.14
H 5.23 12.43 10.76
H 7.42 9.72 12.55
H 8.04 9.54 10.88
H 6.41 9.02 11.21
C 8.83 14.50 14.97
C 8.90 13.34 14.08
O 9.05 13.35 12.87
C 8.89 12.06 14.79
H 8.07 15.21 14.53
H 9.82 14.98 14.98
H 8.64 14.21 15.96
H 9.81 11.77 15.25
H 8.74 11.23 14.10
H 8.29 11.96 15.66
C 13.71 14.19 11.53
C 12.57 14.09 12.43
O 11.39 14.25 12.09
C 12.79 13.66 13.86
H 14.15 13.15 11.36
H 14.46 14.74 12.11
H 13.47 14.63 10.60
H 12.86 14.55 14.43
H 13.62 12.95 14.02
H 11.87 13.16 14.24
C 10.08 12.24 6.67
C 8.93 12.48 7.58
O 8.98 12.81 8.79
C 7.55 12.33 7.05
H 10.28 11.21 6.73
H 10.88 12.89 7.00
H 9.83 12.39 5.65
H 6.92 11.97 7.85
H 7.54 11.65 6.15
H 7.09 13.29 6.89
C 9.34 17.42 10.91
C 8.49 16.51 10.17
O 8.69 15.28 10.42
C 7.48 16.89 9.12
H 9.51 18.34 10.40
H 10.28 16.92 11.08
H 8.85 17.49 11.85
H 7.86 17.40 8.30
H 6.65 17.52 9.45
H 7.00 15.96 8.78
C 15.74 6.55 3.83
C 16.08 5.69 5.01
O 16.58 6.31 5.92
C 15.73 4.29 5.15
H 15.85 6.03 2.91
H 16.38 7.39 3.88
H 14.69 6.84 3.88
H 14.99 4.10 5.94
H 16.64 3.75 5.46
H 15.39 3.86 4.24
C 5.68 5.74 10.08
C 4.65 6.47 10.97
O 4.66 7.65 11.21
C 3.69 5.52 11.61
H 5.16 5.29 9.20
H 6.06 4.91 10.68
H 6.40 6.48 9.72
H 3.34 5.93 12.53
H 4.23 4.58 11.93
H 3.00 5.01 10.94
```

Computed properties:
Kohn-Sham gap (Ha): 0.110
Total energy (a.u.): -1720.02672
Charge: +3

Here are the Mulliken charges for atoms 1 to 6, given in e: atom 1 (N): -0.813, atom 2 (H): 0.236, atom 3 (H): 0.249, atom 4 (H): 0.292, atom 5 (H): 0.516, atom 6 (Hf): 2.566

=====

Record 2
This record from OMol25 describes a structure of composition C16H34CuO8. The level of theory is ωB97M-V/def2-TZVPD.

The geometry in XYZ format:
```
59
C16H34CuO8, DFT ωB97M-V/def2-TZVPD
Cu 0.12 0.92 -0.54
C -3.29 1.41 -2.52
C -2.66 1.26 -3.94
O -1.86 2.26 -4.30
H -3.95 0.56 -2.27
H -4.01 2.22 -2.65
H -2.56 1.72 -1.76
H -3.57 1.22 -4.60
H -2.24 0.23 -4.05
C 1.52 -1.21 -3.63
C 1.79 -0.14 -2.58
O 1.01 0.99 -2.74
H 1.83 -0.85 -4.62
H 0.49 -1.56 -3.73
H 2.07 -2.13 -3.36
H 2.89 0.06 -2.68
H 1.66 -0.58 -1.57
O -1.43 1.17 1.12
C -1.92 1.84 2.00
O -3.14 2.33 1.97
C -4.08 1.91 0.96
C -4.56 0.48 1.08
C -1.18 2.12 3.29
H -3.69 2.16 -0.03
H -4.89 2.62 1.05
H -5.08 0.14 0.18
H -5.35 0.48 1.84
H -3.85 -0.28 1.37
H -0.19 2.55 3.14
H -1.11 1.14 3.77
H -1.78 2.73 3.96
O 0.03 -1.44 0.10
C 0.40 -2.54 0.42
O 0.21 -3.08 1.63
C -0.62 -2.43 2.56
C -2.10 -2.42 2.18
C 1.16 -3.46 -0.49
H -0.25 -1.44 2.84
H -0.60 -2.94 3.53
H -2.79 -2.24 3.00
H -2.33 -3.35 1.66
H -2.30 -1.60 1.49
H 2.20 -3.13 -0.49
H 0.74 -3.47 -1.49
H 1.21 -4.45 -0.04
O 2.53 1.43 0.19
C 3.67 1.76 0.34
O 4.54 1.09 1.11
C 4.14 -0.09 1.79
C 4.34 -1.28 0.87
C 4.31 2.91 -0.38
H 3.13 -0.02 2.20
H 4.87 -0.21 2.59
H 4.30 -2.23 1.42
H 5.28 -1.24 0.31
H 3.50 -1.41 0.17
H 5.30 3.10 0.03
H 3.72 3.81 -0.28
H 4.44 2.57 -1.41
```

Computed properties:
Relative energy (zero: lowest compared OMol25 entry of this formula, charge and spin) (kcal/mol): 0.0
Kohn-Sham gap (Ha): 0.128
Total energy (a.u.): -2872.31884
Charge: -1

Here are the Mulliken charges for atoms 1 to 6, given in e: atom 1 (Cu): 0.296, atom 2 (C): -0.618, atom 3 (C): -0.409, atom 4 (O): -0.865, atom 5 (H): 0.138, atom 6 (H): 0.382

=====

Record 3
This record from OMol25 describes a cluster of 14 separate species, C38H53N15 in total. The level of theory is ωB97M-V/def2-TZVPD.

The geometry in XYZ format:
```
106
C38H53N15, DFT ωB97M-V/def2-TZVPD
C -0.14 0.52 0.53
C -0.24 1.05 -0.92
C 0.55 0.18 -1.94
C -0.28 -0.26 -3.18
C -0.01 -1.72 -3.46
C -0.79 -2.67 -2.94
C -0.53 -4.04 -3.19
C 0.52 -4.38 -3.95
C 1.38 -3.41 -4.51
N 2.43 -3.84 -5.26
C 3.13 -2.85 -5.74
C 2.85 -1.49 -5.51
N 1.85 -1.05 -4.79
C 1.11 -2.06 -4.27
H -0.99 0.84 1.13
H -0.11 -0.58 0.47
H 0.75 0.91 1.03
H 0.14 2.08 -0.88
H -1.31 1.15 -1.18
H 0.91 -0.70 -1.40
H 1.42 0.77 -2.25
H -1.34 -0.08 -3.00
H 0.05 0.37 -4.01
H -1.66 -2.40 -2.34
H -1.17 -4.82 -2.80
H 0.74 -5.42 -4.15
H 4.01 -3.10 -6.33
H 3.52 -0.75 -5.94
C -0.31 2.43 4.57
C -1.34 1.56 4.00
N -2.14 0.87 3.53
H 0.66 2.18 4.15
H -0.53 3.47 4.38
H -0.27 2.28 5.65
C -0.81 5.79 6.93
C -0.25 5.65 5.58
N 0.20 5.56 4.53
H -0.16 5.29 7.65
H -0.88 6.84 7.18
H -1.80 5.35 6.96
C 2.96 4.16 1.65
C 1.57 3.78 1.42
N 0.47 3.48 1.23
H 3.61 3.66 0.93
H 3.07 5.24 1.55
H 3.26 3.86 2.66
C -1.76 -2.61 3.87
C -0.37 -2.88 4.23
N 0.74 -3.07 4.50
H -2.35 -2.44 4.76
H -1.81 -1.73 3.23
H -2.17 -3.47 3.33
C 2.06 -6.38 -6.99
C 1.56 -7.34 -7.98
N 1.17 -8.09 -8.75
H 3.10 -6.13 -7.20
H 1.47 -5.47 -7.02
H 2.00 -6.81 -5.99
C 4.25 2.11 -2.12
C 4.93 2.58 -0.92
N 5.47 2.96 0.03
H 3.18 2.31 -2.04
H 4.64 2.62 -3.00
H 4.40 1.04 -2.24
C -4.55 -0.01 -4.24
C -3.94 0.50 -3.02
N -3.42 0.89 -2.07
H -5.62 0.18 -4.23
H -4.12 0.48 -5.11
H -4.38 -1.09 -4.32
C 3.06 -4.20 6.74
C 4.37 -4.04 7.37
N 5.39 -3.91 7.87
H 2.97 -5.21 6.32
H 2.27 -4.05 7.47
H 2.94 -3.48 5.94
C -0.73 -4.05 8.23
C -1.96 -4.20 7.45
N -2.92 -4.33 6.84
H -0.92 -4.30 9.27
H 0.04 -4.70 7.84
H -0.38 -3.01 8.18
C -1.96 9.21 9.77
C -2.50 8.22 8.84
N -2.92 7.44 8.10
H -0.93 9.44 9.52
H -2.55 10.12 9.72
H -2.01 8.82 10.79
C -1.95 1.60 -7.35
C -3.40 1.70 -7.18
N -4.54 1.80 -7.06
H -1.72 1.35 -8.38
H -1.48 2.55 -7.10
H -1.56 0.82 -6.70
C -9.03 1.54 -4.29
C -7.99 1.23 -3.30
N -7.17 0.98 -2.53
H -9.98 1.68 -3.78
H -8.77 2.45 -4.82
H -9.12 0.72 -5.00
C 6.31 -2.74 -2.91
C 5.93 -1.47 -3.53
N 5.63 -0.47 -4.01
H 5.79 -3.56 -3.42
H 7.38 -2.89 -3.00
H 6.03 -2.74 -1.86
```

Computed properties:
Relative energy (zero: lowest compared OMol25 entry of this formula, charge and spin) (kcal/mol): 0.0
Kohn-Sham gap (Ha): 0.318
Total energy (a.u.): -2300.98464
Charge: 0

Here are the Mulliken charges for atoms 1 to 6, given in e: atom 1 (C): -1.285, atom 2 (C): 0.276, atom 3 (C): -0.297, atom 4 (C): 0.637, atom 5 (C): -0.131, atom 6 (C): 0.088

=====

HOMO values (in eV) by entry order: -14.63 -1.40 -8.96.